1.
A structure of composition C46H121F6LiN12O15S2 at a distorted geometry, computed with the ωB97M-V functional and the def2-TZVPD basis.

CARTESIAN COORDINATES (ANGSTROEM)
Li 1.4242 -2.4179 1.0764
C 0.4034 1.5764 0.6906
F 1.2699 2.3766 1.2925
F -0.1511 0.7930 1.6161
F -0.4842 2.2107 0.0162
S 1.4349 0.4554 -0.4539
O 1.2696 1.0520 -1.7867
O 2.8380 0.5340 0.0716
N 0.6900 -1.0946 -0.2151
S 0.0393 -1.4459 -1.5893
O -1.0421 -0.4855 -1.8769
O 1.0471 -1.6659 -2.6373
C -0.9154 -3.1349 -1.4082
F -0.1276 -4.2411 -1.2679
F -1.8119 -3.0844 -0.4052
F -1.5835 -3.5114 -2.5656
C 0.5558 9.1224 4.6487
C 1.3068 7.7696 4.6435
C 1.1278 6.9118 3.4029
O -0.1335 6.2685 3.4462
C -0.2903 5.5417 2.2604
N 2.7397 7.9765 4.8985
H 0.9037 9.7439 3.8236
H 0.6208 9.7020 5.5696
H -0.5217 9.0416 4.5049
H 0.9357 7.0696 5.3921
H 1.8535 6.1006 3.3433
H 1.2678 7.4989 2.4952
H -1.3128 5.1728 2.1803
H 0.3461 4.6629 2.1561
H -0.1016 6.2006 1.4128
H 2.9662 8.1165 5.8728
H 3.2020 8.6715 4.3299
C -8.2039 -3.8303 0.8664
C -7.1836 -4.6810 1.5232
C -5.8145 -4.5242 0.9354
O -5.5427 -5.4501 -0.1731
C -4.4152 -5.1907 -0.9083
N -7.1003 -4.3510 2.9224
H -7.9192 -2.7836 0.7595
H -9.0986 -3.7153 1.4783
H -8.3745 -4.2612 -0.1202
H -7.6438 -5.6684 1.5592
H -5.0336 -4.7046 1.6742
H -5.8009 -3.5038 0.5524
H -4.4536 -5.7365 -1.8510
H -3.4917 -5.5698 -0.4708
H -4.2588 -4.1627 -1.2351
H -8.0103 -4.5796 3.2962
H -6.4665 -4.9357 3.4483
C -0.9029 3.8593 7.3562
C -1.6385 3.8566 6.0908
C -0.7977 3.2607 4.9009
O -0.2999 1.9344 5.2174
C -0.9245 0.7206 4.7984
N -2.7860 2.9819 6.3163
H -1.3875 4.4268 8.1507
H 0.0873 4.3103 7.2922
H -0.6318 2.8906 7.7761
H -2.0006 4.8120 5.7111
H -0.0149 3.9920 4.6998
H -1.3609 3.2183 3.9687
H -0.9373 0.0590 5.6646
H -0.4369 0.1382 4.0166
H -1.9529 0.9084 4.4900
H -3.3774 3.1772 5.5212
H -2.3488 2.0795 6.1951
C -6.3339 -3.4792 -5.2275
C -5.9825 -3.8186 -3.8039
C -6.3668 -2.7522 -2.7432
O -5.7206 -1.4886 -2.8542
C -4.2902 -1.4283 -2.8972
N -6.7701 -4.9337 -3.4519
H -7.3998 -3.4332 -5.4507
H -5.6726 -4.0234 -5.9019
H -6.0034 -2.4412 -5.2645
H -4.9394 -4.1106 -3.6824
H -6.2139 -3.2192 -1.7702
H -7.4328 -2.5989 -2.9111
H -3.9375 -1.7369 -1.9130
H -4.0833 -0.3712 -3.0640
H -3.9043 -2.0945 -3.6688
H -6.8213 -5.6746 -4.1364
H -6.4363 -5.2990 -2.5715
C 5.5310 4.2846 2.3971
C 4.5275 3.6033 1.4759
C 5.1986 2.8921 0.1973
O 6.2734 3.6961 -0.3767
C 5.9025 4.9467 -0.8697
N 3.9403 2.4743 2.3114
H 5.8271 5.1935 1.8733
H 6.4602 3.7584 2.6157
H 5.0450 4.5676 3.3308
H 3.7291 4.3014 1.2240
H 4.3694 2.6057 -0.4496
H 5.7145 1.9676 0.4568
H 5.0055 4.8421 -1.4800
H 6.6742 5.2992 -1.5540
H 5.6320 5.6940 -0.1237
H 3.6749 1.6284 1.8277
H 3.1076 2.8532 2.7394
C 3.2079 9.4031 -1.3340
C 3.5713 7.9230 -1.3229
C 2.4442 6.9999 -1.7995
O 2.0775 6.1477 -0.6522
C 0.8891 5.3941 -0.9045
N 4.9110 7.5844 -1.8657
H 3.2145 9.8905 -2.3090
H 3.6686 10.0723 -0.6072
H 2.1751 9.4130 -0.9858
H 3.6718 7.8194 -0.2425
H 2.8704 6.2432 -2.4582
H 1.5508 7.4495 -2.2328
H 0.0822 6.0885 -0.6706
H 0.9163 4.5530 -0.2117
H 0.8021 4.9956 -1.9153
H 5.1870 6.7055 -1.4517
H 5.5718 8.1637 -1.3678
C 2.5650 -1.8597 -5.8675
C 3.0875 -0.5507 -5.4015
C 3.5383 0.5016 -6.4772
O 2.2984 0.6838 -7.3009
C 2.5488 1.2232 -8.5829
N 1.9465 0.0458 -4.6841
H 2.2375 -2.4489 -5.0109
H 3.4033 -2.3833 -6.3269
H 1.6907 -1.9154 -6.5160
H 3.9716 -0.6860 -4.7785
H 4.2681 0.1114 -7.1866
H 3.9409 1.4172 -6.0440
H 3.3357 0.7414 -9.1633
H 2.8227 2.2696 -8.4482
H 1.6013 1.3227 -9.1126
H 1.6549 -0.7622 -4.1530
H 2.1751 0.6830 -3.9346
C -4.0870 1.2136 -0.4431
C -4.0230 -0.2127 0.1989
C -3.7007 -0.2298 1.6564
O -3.7598 -1.5871 2.1341
C -3.4684 -1.6528 3.4685
N -5.3427 -0.8268 0.0333
H -4.5285 1.8477 0.3258
H -4.7723 1.3067 -1.2856
H -3.0633 1.5196 -0.6591
H -3.2583 -0.8174 -0.2888
H -4.4385 0.3748 2.1840
H -2.7169 0.1923 1.8617
H -3.7635 -2.6392 3.8263
H -4.0233 -1.0250 4.1657
H -2.3854 -1.6902 3.5866
H -5.6219 -0.7881 -0.9366
H -5.4130 -1.7702 0.3868
C 2.2014 -6.1629 -4.1276
C 0.8818 -6.7081 -3.6786
C -0.2775 -6.4169 -4.7369
O -1.3747 -6.9908 -4.2494
C -2.2287 -6.2246 -3.4356
N 1.0806 -8.1514 -3.4794
H 2.4290 -6.7562 -5.0132
H 2.9621 -6.1852 -3.3473
H 2.1887 -5.1331 -4.4844
H 0.5898 -6.3539 -2.6900
H -0.0069 -6.7303 -5.7452
H -0.4433 -5.3410 -4.7929
H -3.0530 -6.9016 -3.2110
H -2.5267 -5.3563 -4.0232
H -1.7166 -5.9285 -2.5201
H 0.1673 -8.5795 -3.4276
H 1.5484 -8.5478 -4.2820
C 1.3839 -2.0149 5.2494
C 1.6459 -2.4542 3.7395
C 0.6108 -3.6134 3.3315
O 0.6626 -3.9469 1.9618
C 0.1455 -5.2683 1.7276
N 1.6469 -1.3780 2.7822
H 1.6494 -2.7504 6.0088
H 0.3489 -1.7590 5.4757
H 1.9590 -1.1848 5.6597
H 2.6969 -2.7430 3.7278
H -0.4104 -3.3360 3.5925
H 0.8034 -4.5394 3.8733
H 0.9559 -5.9356 2.0209
H -0.0690 -5.3930 0.6662
H -0.7839 -5.4573 2.2648
H 0.7787 -0.8776 2.9086
H 2.3556 -0.8074 3.2207
C 4.2798 -4.4681 1.3314
C 4.0135 -3.0993 0.8101
C 5.1527 -2.3330 0.0104
O 4.6346 -1.5523 -1.0910
C 5.5427 -0.5795 -1.7786
N 2.8930 -3.2485 -0.1033
H 3.4340 -4.9031 1.8638
H 5.0585 -4.5609 2.0884
H 4.5485 -5.1138 0.4953
H 3.5823 -2.5337 1.6361
H 5.8768 -3.0341 -0.4047
H 5.5780 -1.6171 0.7138
H 5.0987 -0.2731 -2.7258
H 6.5241 -1.0264 -1.9379
H 5.8148 0.2802 -1.1662
H 3.1730 -2.4814 -0.6978
H 2.9143 -4.1542 -0.5497

Properties
**LUMO**: -0.2 eV
**Charge**: 0
**Energy relative to the best compared isomer or geometry (same formula, charge and spin)**: 707.7 kJ/mol
**Orbital gap**: 8.0947 eV
**HOMO**: -8.288 eV
**Calculated total energy**: -136427.583 eV


2.
A structure of composition C3H3LiO2Y at a distorted geometry, computed with the ωB97M-V functional and the def2-TZVPD basis.

CARTESIAN COORDINATES (ANGSTROEM)
C -0.1576 -0.3921 -0.4410
C -0.9409 -1.3803 0.0243
H -1.2305 -2.1832 -0.6534
H 0.1965 -0.6170 -1.4603
H -1.4210 -1.3064 1.0022
O -1.3390 1.4542 0.7046
C -0.3062 2.0953 0.7886
O 1.0324 0.5971 0.1182
Li 1.2933 2.4758 -0.8144
Y 2.8731 -0.7431 0.7313

Properties
**LUMO**: -4.2 eV
**Charge**: +1
**Energy relative to the best compared isomer or geometry (same formula, charge and spin)**: 279.0 kJ/mol
**Orbital gap**: 6.0611 eV
**HOMO**: -10.260 eV
**Calculated total energy**: -8491.168 eV


3.
A structure of composition C2H6CsO at a distorted geometry, computed with the ωB97M-V functional and the def2-TZVPD basis.

CARTESIAN COORDINATES (ANGSTROEM)
Cs -11.1483 17.5036 -7.8443
C -9.4111 18.6713 -9.8553
C -10.0159 17.3485 -10.1824
O -11.3455 17.4481 -10.3511
H -8.5846 18.9377 -10.5141
H -9.0175 18.6777 -8.8389
H -10.2078 19.4143 -9.8907
H -9.8613 16.7169 -9.3076
H -9.4925 16.9980 -11.0720
H -11.6578 16.9620 -11.1178

Properties
**LUMO**: -3.5 eV
**Charge**: +1
**Energy relative to the best compared isomer or geometry (same formula, charge and spin)**: 183.6 kJ/mol
**Orbital gap**: 12.0033 eV
**HOMO**: -15.493 eV
**Calculated total energy**: -4759.533 eV